[1]
A cluster of 10 separate species, C11H42N18O11 in total at a distorted geometry. Source: the OMol25 dataset; level of theory: ωB97M-V/def2-TZVPD.

Computed properties:
Multiplicity: 1
M in Da: 602.57
Calculated total energy in Eh: -2257.91754
HOMO level in eV: -8.662
Energy above the lowest of the compared OMol25 structures with the same formula, charge and spin in kcal per mole: 38.6

Element x y z (Å)
N -19.209009 -10.380700 1.513848
C -18.114626 -11.201952 1.529394
N -18.216147 -12.234955 2.412477
O -17.063337 -10.960702 0.953934
H -19.164585 -9.516515 0.990487
H -19.862578 -10.529025 2.258885
H -17.395334 -12.816628 2.391983
H -19.104152 -12.579016 2.725896
N -23.393971 -8.981447 -0.960681
C -23.115560 -10.246378 -0.579787
N -22.569936 -10.334888 0.675349
O -23.200039 -11.212047 -1.325920
H -23.643531 -8.884220 -1.931477
H -23.515248 -8.282314 -0.253144
H -22.648333 -11.211885 1.155143
H -22.219952 -9.513062 1.131505
N -18.781120 -2.367327 0.212500
C -17.588142 -2.966332 -0.070683
N -16.610755 -2.113835 -0.394048
O -17.524323 -4.195331 -0.084673
H -18.889380 -1.397878 -0.032890
H -19.628127 -2.842083 0.451031
H -15.734811 -2.484346 -0.719089
H -16.739803 -1.129407 -0.257855
N -19.181855 -4.954803 2.610023
C -18.160167 -5.384217 3.362925
N -17.539213 -6.468813 2.869601
O -17.787714 -4.767668 4.376074
H -19.464364 -4.000980 2.721911
H -19.325465 -5.512483 1.783627
H -16.754950 -6.925106 3.293175
H -17.777771 -6.709067 1.915572
N -15.291669 -7.646123 -0.251283
C -14.194044 -6.862072 -0.229280
N -14.243370 -5.854250 -1.163835
O -13.439526 -6.871093 0.744586
H -16.050917 -7.604109 -0.903966
H -15.224740 -8.328927 0.487521
H -14.957706 -5.879146 -1.875266
H -13.490185 -5.200153 -1.262399
N -22.935714 -1.851474 0.426422
C -22.887206 -2.509634 -0.765863
N -23.512643 -1.865070 -1.777343
O -22.307940 -3.596396 -0.844802
H -22.335256 -2.307653 1.092750
H -23.033593 -0.850450 0.428260
H -23.776196 -2.357365 -2.614392
H -23.939411 -0.959174 -1.708090
N -18.268878 -5.090435 -3.509042
C -16.895433 -4.963133 -3.449005
N -16.545340 -3.660598 -3.540053
O -16.149039 -5.942611 -3.463664
H -18.668919 -5.999060 -3.705968
H -18.774706 -4.300415 -3.862679
H -15.594447 -3.514844 -3.222288
H -17.177720 -2.904981 -3.363201
N -19.702205 -5.710043 -0.731034
C -19.617503 -7.023091 -0.529598
N -20.696892 -7.748013 -0.937003
O -18.551892 -7.571705 -0.141412
H -18.827863 -5.191945 -0.604214
H -20.520408 -5.324188 -1.162259
H -21.605609 -7.272774 -0.925206
H -20.686407 -8.705325 -0.620245
N -17.863379 -8.124552 -3.676359
C -18.107377 -8.784898 -4.851989
N -17.451062 -8.155146 -5.882219
O -18.710657 -9.833122 -4.975820
H -18.165371 -8.606988 -2.842079
H -17.192054 -7.368132 -3.571732
H -17.580172 -8.617432 -6.766210
H -17.009679 -7.266483 -5.750514
O -23.731065 -7.802734 -3.845607
C -24.703208 -7.070647 -3.127988
C -24.095117 -5.826714 -2.476142
O -23.057089 -6.081698 -1.540488
H -24.190862 -8.453244 -4.386754
H -25.531031 -6.778673 -3.780890
H -25.158626 -7.687847 -2.345290
H -24.968114 -5.500949 -1.896212
H -23.825449 -5.052801 -3.196068
H -22.810635 -5.228251 -1.130331

Atoms 1-6, force components in eV/Å:
N -0.10 -0.42 -0.35
C 0.84 1.31 0.31
N 0.29 -0.36 0.02
O -0.53 -0.23 -0.24
H 0.19 0.02 0.18
H -0.22 0.44 -0.11


[2]
A cluster of 11 separate species, C11H44N22O11 in total at a distorted geometry. Source: the OMol25 dataset; level of theory: ωB97M-V/def2-TZVPD.

Computed properties:
Multiplicity: 1
M in Da: 660.62
Calculated total energy in Eh: -2478.25240
HOMO level in eV: -8.651
Energy above the lowest of the compared OMol25 structures with the same formula, charge and spin in kcal per mole: 46.4

Element x y z (Å)
N -0.955266 -4.499025 2.319905
C 0.155207 -4.622182 1.543356
N 0.783155 -5.818969 1.628980
O 0.589348 -3.712134 0.830427
H -1.216704 -3.573164 2.610277
H -1.410997 -5.311725 2.689191
H 0.395128 -6.647442 2.040858
H 1.530031 -5.942207 0.961385
N 4.714984 1.382477 0.197636
C 4.547826 0.744750 -1.009017
N 3.299522 0.205739 -1.213523
O 5.442342 0.628825 -1.827689
H 4.108836 1.114526 0.978710
H 5.651159 1.514490 0.545423
H 2.632674 -0.043438 -0.508342
H 3.016611 0.192903 -2.178747
N 2.688432 2.131070 3.864394
C 2.702165 0.893705 3.340348
N 2.617693 -0.124229 4.240664
O 2.697351 0.698014 2.108321
H 2.543270 2.991201 3.369576
H 2.797269 2.233684 4.858447
H 2.724469 0.236740 5.171942
H 2.828130 -1.071466 3.982212
N -2.686852 4.964750 0.695580
C -2.118153 4.916606 1.925974
N -0.779683 4.717486 1.801575
O -2.691321 5.175557 2.975804
H -3.612835 5.338898 0.599478
H -2.181852 4.852629 -0.169713
H -0.340566 5.069661 0.963750
H -0.230857 4.770175 2.642848
N 3.994542 -2.932080 -3.905404
C 2.924148 -3.369133 -3.177081
N 2.696144 -2.579896 -2.080453
O 2.226169 -4.320926 -3.505586
H 4.573067 -2.194432 -3.549372
H 4.174959 -3.455797 -4.741861
H 3.176329 -1.693314 -2.045995
H 2.063124 -2.875055 -1.361861
N -4.735998 3.641307 -1.011305
C -5.013580 2.530382 -0.264026
N -3.942867 1.712457 -0.072892
O -6.018240 2.400396 0.430958
H -4.070814 3.535621 -1.756892
H -5.527509 4.255719 -1.104477
H -4.047503 0.832402 0.398571
H -3.033297 1.992147 -0.386334
N -5.890897 0.031781 -2.571567
C -4.915411 0.649263 -3.307977
N -3.657025 0.559808 -2.804544
O -5.235002 1.260340 -4.332047
H -6.722063 -0.066925 -3.121684
H -5.525420 -0.462132 -1.767505
H -2.797645 0.813007 -3.248310
H -3.555898 0.147106 -1.890696
N 0.048691 3.841090 -2.912599
C 0.345292 4.518280 -1.773641
N 1.716278 4.542655 -1.537833
O -0.414640 5.223284 -1.114256
H -0.914179 3.555601 -3.015247
H 0.769207 3.198424 -3.194215
H 2.314958 3.744209 -1.645934
H 1.919296 5.245898 -0.845434
N -4.364212 -3.845395 -0.561788
C -3.836901 -2.594240 -0.584788
N -2.491292 -2.521292 -0.450389
O -4.497287 -1.550150 -0.577889
H -3.800420 -4.626127 -0.292617
H -5.369703 -3.839910 -0.554382
H -2.036075 -1.610682 -0.366978
H -1.989744 -3.343218 -0.160027
N -0.095353 1.261629 1.243666
C -0.398884 0.237499 0.376177
N 0.543518 -0.753321 0.523893
O -1.447844 0.080188 -0.239250
H 0.897905 1.329456 1.398397
H -0.699912 2.069135 1.278717
H 1.218814 -0.610501 1.251441
H 0.095745 -1.649819 0.389267
N 3.004600 -2.449949 1.420104
C 4.310643 -2.865432 1.516370
N 4.426653 -4.196153 1.774796
O 5.241036 -2.168904 1.133494
H 2.310331 -3.189243 1.408812
H 2.765413 -1.483147 1.503800
H 3.727937 -4.755900 2.224570
H 5.320301 -4.613915 1.582075

Atoms 1-6, force components in eV/Å:
N 0.02 0.21 -0.25
C -0.19 0.11 -0.08
N 0.78 -0.19 -0.57
O -0.33 -0.35 0.55
H -0.33 -0.08 -0.14
H -0.01 0.15 0.33